# 1
Density functional theory data (ωB97M-V with the def2-TZVPD basis set) for 5 unconnected molecules or ions with the total composition C19H34Br2O7S in a non-equilibrium geometry.

The geometry in XYZ format:
```
63
Properties=species:S:1:pos:R:3:forces:R:3:mulliken_charge:R:1
C -1.540 -1.094 -0.285 0.572 0.157 0.318 -0.90
C -0.290 -0.901 -1.379 2.757 -2.094 1.253 0.20
Br -0.687 0.444 -2.860 0.521 -1.935 1.835 -0.20
C 1.023 -1.629 -1.268 -4.404 2.220 0.172 -0.34
Br 2.410 -1.206 -2.702 -1.435 -0.849 1.977 -0.14
C 1.269 -2.706 -0.064 0.696 -0.710 0.001 0.34
C 1.162 -4.297 -0.540 0.073 0.632 0.952 -0.41
C 0.866 -5.132 0.879 -1.687 -0.366 -2.271 -0.36
O 2.037 -5.206 1.765 0.163 2.558 -0.475 -0.31
S 2.614 -3.668 2.220 1.223 2.955 7.163 0.99
O 3.961 -3.718 3.036 -4.526 -0.897 -4.317 -0.60
O 1.589 -2.971 3.198 2.478 -2.765 -4.653 -0.63
C 2.776 -2.587 0.651 -0.877 -0.335 -1.517 -0.65
H -2.135 -2.107 -0.488 1.280 2.377 0.249 0.24
H -1.110 -1.148 0.828 -0.759 0.071 -2.553 0.23
H -2.256 -0.147 -0.290 1.584 -2.208 -0.328 0.35
H 0.506 -2.611 0.846 1.382 0.419 -2.319 0.16
H 0.294 -4.464 -1.330 1.816 0.321 1.859 0.34
H 2.201 -4.620 -0.992 -2.181 0.469 0.805 0.27
H -0.104 -4.677 1.403 2.371 -0.897 -0.853 0.27
H 0.603 -6.232 0.541 0.812 2.115 1.115 0.34
H 3.567 -3.109 -0.038 -1.378 1.126 1.468 0.39
H 3.060 -1.472 0.910 -0.529 -2.570 -0.008 0.34
C 1.120 4.172 -6.334 -0.325 -0.096 -0.414 -1.14
C 0.228 3.530 -5.306 -1.279 -0.603 -0.302 0.81
C 0.704 3.529 -3.878 -0.431 -0.174 0.138 -0.93
O -0.849 3.026 -5.620 1.369 0.708 0.479 -0.53
H 0.649 4.099 -7.320 0.089 0.009 0.230 0.29
H 1.265 5.228 -6.093 0.198 -0.110 0.050 0.35
H 2.082 3.654 -6.367 0.037 0.201 0.108 0.33
H 0.830 4.557 -3.527 0.214 -0.071 -0.044 0.37
H 1.647 2.983 -3.801 0.041 0.194 0.047 0.32
H -0.041 3.033 -3.247 0.238 0.226 -0.177 0.10
C 3.131 -1.069 7.291 0.268 0.444 0.177 -1.16
C 2.067 -0.368 6.490 -0.274 1.305 -0.142 0.86
C 1.083 -1.226 5.741 -0.116 0.465 -0.117 -0.59
O 2.005 0.860 6.448 0.247 -1.371 0.090 -0.59
H 3.770 -0.324 7.777 -0.154 -0.142 -0.110 0.31
H 2.667 -1.689 8.062 0.075 -0.149 -0.168 0.33
H 3.749 -1.683 6.631 -0.153 -0.155 0.106 0.32
H 0.527 -1.853 6.444 0.143 -0.151 -0.088 0.36
H 1.610 -1.846 5.012 -0.110 -0.105 0.242 0.04
H 0.374 -0.584 5.208 0.130 -0.106 0.121 0.19
C -0.682 2.633 6.609 0.200 -0.366 -0.434 -0.82
C -1.970 2.385 5.871 0.089 -0.955 -1.104 0.82
C -3.191 3.135 6.333 -0.389 -0.200 -0.371 -1.11
O -2.024 1.599 4.926 -0.006 0.937 1.118 -0.56
H 0.113 2.024 6.166 -0.190 0.178 0.171 0.11
H -0.403 3.687 6.525 -0.084 -0.005 0.227 0.35
H -0.795 2.351 7.659 0.012 0.226 0.015 0.31
H -3.024 4.211 6.238 0.011 -0.051 0.229 0.31
H -3.415 2.875 7.371 0.088 0.217 0.003 0.31
H -4.046 2.856 5.709 0.192 0.053 0.130 0.30
C -4.019 1.391 -8.907 -0.420 -0.275 -0.157 -1.05
C -3.319 0.380 -8.038 -0.365 -1.576 0.260 0.73
C -2.058 0.819 -7.342 -0.146 -0.428 0.186 -0.81
O -3.760 -0.759 -7.902 0.454 1.404 -0.206 -0.58
H -4.913 0.935 -9.345 0.206 0.077 0.108 0.30
H -4.324 2.251 -8.306 0.187 0.072 -0.129 0.30
H -3.356 1.707 -9.716 -0.009 0.181 0.147 0.30
H -2.276 1.654 -6.671 0.188 0.004 -0.271 0.26
H -1.308 1.110 -8.082 -0.069 0.239 0.113 0.30
H -1.663 -0.013 -6.750 -0.111 0.157 -0.136 0.28
```
Positions in Å, forces in eV/Å.

**HOMO level**: -9.2 eV
**SMILES**: C/C(Br)=C(/Br)[C@H]1CCOS(=O)(=O)C1.CC(C)=O.CC(C)=O.CC(C)=O.CC(C)=O
**Kohn-Sham gap**: 9.1 eV
**Net charge**: 0
**2S+1**: 1
**Lowest unoccupied orbital energy**: -0.14 eV

# 2
Density functional theory data (ωB97M-V with the def2-TZVPD basis set) for 8 unconnected molecules or ions with the total composition C35H76ClN10O10PS in a non-equilibrium geometry.

The geometry in XYZ format:
```
134
Properties=species:S:1:pos:R:3:forces:R:3:mulliken_charge:R:1
C 0.510 0.785 0.625 -0.618 -0.706 -0.492 -0.83
C -0.769 0.708 -0.267 0.234 -0.092 0.379 -0.16
C -1.727 1.926 -0.134 0.398 -0.643 1.365 -0.55
O -1.625 3.011 -1.022 -0.030 -1.295 -0.105 -0.54
P -1.632 2.821 -2.713 0.016 2.034 -0.962 1.12
C -2.452 4.574 -2.860 -0.474 -0.421 2.193 -1.48
N -3.149 4.962 -1.599 0.034 -0.055 -0.809 -0.37
C 0.222 2.858 -2.705 1.496 0.641 0.108 0.67
C 0.753 4.254 -2.214 -0.359 -0.085 -0.496 -0.82
S 2.204 4.100 -1.112 0.474 -0.074 -0.147 -0.16
C 3.508 4.735 -2.126 -1.307 -0.445 0.590 0.52
N 3.481 5.838 -2.774 0.493 0.108 -0.195 -0.25
N 4.699 5.881 -3.448 -0.135 1.089 -0.735 -0.47
C 5.343 4.833 -3.158 -0.148 -0.621 0.443 -0.01
O 4.642 4.024 -2.298 0.502 -0.074 -0.241 -0.17
C -2.861 1.444 -2.743 -2.033 -0.420 0.485 -0.96
C -4.228 1.957 -2.191 0.550 1.265 -1.326 0.28
C -5.135 2.568 -3.248 -0.258 -2.226 1.430 -0.95
O -5.345 1.241 -2.619 0.175 0.057 0.209 -0.55
C -1.630 2.765 -4.640 -0.026 -0.572 -1.342 -0.73
Cl -0.855 4.235 -5.420 -0.152 -0.139 0.364 -0.18
C -1.028 1.456 -5.270 0.200 0.397 0.705 -0.31
C 0.163 1.621 -6.223 -0.209 -1.126 -0.308 -1.50
H 0.589 -0.156 1.182 0.124 0.434 -0.171 0.20
H 0.424 1.585 1.367 0.298 0.032 -0.274 0.38
H 1.416 0.845 0.016 -0.041 0.432 0.320 -0.24
H -1.318 -0.175 0.093 -0.137 0.297 -0.163 0.52
H -0.507 0.462 -1.306 -0.083 0.211 0.171 0.27
H -1.511 2.336 0.868 -0.075 0.076 -0.286 0.67
H -2.743 1.509 -0.003 0.007 0.421 -0.638 -0.20
H -1.676 5.332 -2.970 -0.004 -0.397 -0.737 0.57
H -3.193 4.568 -3.661 0.624 0.012 -0.329 0.39
H -2.895 5.911 -1.358 -0.360 -0.013 0.054 0.24
H -4.147 4.874 -1.737 0.032 0.306 0.205 0.20
H 0.696 2.743 -3.687 -0.521 -0.269 0.051 0.04
H 0.729 2.126 -2.068 -0.717 -0.158 0.058 -0.78
H 0.006 4.833 -1.669 0.172 -0.237 0.137 0.37
H 1.040 4.845 -3.090 0.041 -0.002 0.278 0.54
H 6.314 4.539 -3.527 -0.106 -0.112 0.247 0.41
H -3.215 1.146 -3.737 0.907 0.006 -0.078 0.70
H -2.631 0.508 -2.225 0.384 0.326 0.107 0.41
H -4.236 2.417 -1.201 -0.169 -0.286 -0.095 0.56
H -5.988 3.166 -2.941 0.427 0.540 -0.425 0.36
H -4.894 2.361 -4.288 0.003 0.820 0.030 0.29
H -2.668 2.834 -4.992 0.204 0.173 0.179 0.78
H -1.835 0.907 -5.772 0.196 0.114 0.012 0.43
H -0.707 0.817 -4.428 -0.035 0.054 -0.223 0.17
H 0.542 0.603 -6.422 -0.019 0.240 0.118 0.37
H -0.128 2.009 -7.206 0.163 0.302 0.551 0.51
H 1.007 2.168 -5.797 -0.270 0.121 -0.104 0.17
C 5.732 0.321 -2.588 -0.240 -0.032 0.172 -0.97
N 4.347 -0.013 -2.849 0.181 0.040 -0.097 0.26
C 3.457 -0.267 -1.727 -0.133 -0.033 -0.291 -0.51
C 3.855 -0.095 -4.101 -0.007 0.029 -0.044 0.08
O 2.704 -0.369 -4.382 -0.019 0.008 0.075 -0.60
H 6.208 -0.495 -2.041 0.121 0.074 -0.004 0.35
H 5.780 1.233 -1.987 0.126 -0.010 -0.004 0.33
H 6.268 0.483 -3.522 -0.055 -0.020 -0.024 0.31
H 3.052 -1.276 -1.811 -0.088 0.039 0.125 0.27
H 2.631 0.444 -1.759 -0.034 -0.060 0.099 -0.25
H 3.990 -0.163 -0.785 0.045 0.031 -0.051 0.49
H 4.611 0.116 -4.877 0.034 0.007 0.028 0.28
C 0.496 -0.467 -11.316 0.236 0.051 0.207 -0.94
N 0.848 0.533 -10.329 -0.115 -0.076 -0.128 0.13
C 2.083 0.384 -9.577 -0.138 0.212 0.083 -0.76
C 0.065 1.603 -10.082 -0.058 0.071 -0.020 0.13
O 0.311 2.469 -9.266 0.087 -0.008 -0.218 -0.61
H 0.404 -1.442 -10.833 -0.035 -0.056 -0.130 0.34
H 1.276 -0.517 -12.080 -0.079 -0.103 -0.069 0.33
H -0.450 -0.217 -11.792 0.005 0.047 0.039 0.29
H 1.859 0.330 -8.511 0.116 0.000 0.012 0.14
H 2.724 1.249 -9.750 0.059 -0.044 0.070 0.29
H 2.600 -0.522 -9.887 -0.068 -0.006 -0.048 0.38
H -0.848 1.625 -10.703 0.011 -0.045 -0.021 0.31
C 1.419 -1.606 6.097 -0.157 -0.170 -0.181 -0.60
N 1.295 -1.863 4.679 0.059 0.033 0.026 0.24
C 0.539 -3.024 4.239 0.243 0.011 -0.179 -0.76
C 1.853 -1.059 3.750 0.085 0.169 0.187 0.39
O 1.763 -1.240 2.547 0.135 -0.275 0.151 -0.75
H 1.912 -2.453 6.582 -0.040 0.060 0.143 0.27
H 0.427 -1.473 6.535 0.066 -0.039 0.148 0.31
H 2.007 -0.706 6.269 -0.004 0.018 -0.090 0.02
H 1.192 -3.674 3.652 -0.109 -0.004 -0.107 0.30
H -0.286 -2.696 3.606 -0.002 -0.152 -0.055 0.19
H 0.147 -3.573 5.090 0.033 0.174 -0.030 0.32
H 2.406 -0.201 4.175 -0.162 -0.223 -0.090 0.15
C 6.515 2.207 5.781 -0.249 -0.066 0.170 -0.94
N 5.133 1.877 5.491 0.160 0.025 -0.081 0.14
C 4.223 1.623 6.593 -0.115 0.025 -0.244 -0.79
C 4.667 1.798 4.228 0.011 0.050 -0.169 0.15
O 3.522 1.528 3.919 0.160 0.172 0.228 -0.68
H 6.979 1.388 6.336 0.123 0.075 -0.002 0.34
H 6.555 3.117 6.384 0.143 -0.009 -0.006 0.34
H 7.069 2.369 4.859 -0.057 -0.012 -0.022 0.29
H 3.818 0.614 6.507 -0.037 0.011 0.103 0.11
H 3.394 2.332 6.555 -0.042 -0.063 0.083 0.31
H 4.746 1.724 7.541 0.053 0.008 -0.047 0.39
H 5.440 2.009 3.470 0.025 0.006 0.025 0.27
C -4.881 -4.298 6.062 0.161 0.057 -0.217 -0.90
N -3.485 -4.033 5.779 0.011 -0.029 0.071 0.24
C -3.090 -3.684 4.418 0.256 -0.216 0.309 -0.78
C -2.539 -4.097 6.727 -0.102 -0.049 0.131 -0.05
O -1.351 -3.884 6.548 -0.099 -0.048 0.110 -0.52
H -5.223 -5.138 5.454 -0.120 0.020 0.051 0.34
H -5.476 -3.415 5.822 -0.107 -0.071 0.030 0.30
H -5.018 -4.543 7.114 0.055 0.009 -0.002 0.29
H -2.368 -4.418 4.055 -0.006 0.050 -0.081 0.23
H -2.618 -2.704 4.417 -0.030 -0.008 -0.130 0.19
H -3.954 -3.671 3.764 -0.026 0.012 0.067 0.37
H -2.936 -4.369 7.720 -0.031 0.004 -0.009 0.24
C 2.509 -6.860 5.337 -0.260 -0.039 0.156 -0.95
N 1.130 -7.157 5.009 0.153 0.022 -0.090 0.14
C 0.186 -7.412 6.086 -0.173 -0.015 -0.358 -0.82
C 0.692 -7.206 3.732 0.044 0.040 -0.059 0.09
O -0.448 -7.450 3.391 -0.048 -0.011 0.165 -0.60
H 2.943 -7.697 5.889 0.125 0.073 0.004 0.37
H 2.552 -5.961 5.957 0.138 -0.009 -0.004 0.31
H 3.089 -6.694 4.431 -0.056 -0.006 -0.023 0.32
H -0.236 -8.410 5.963 -0.070 0.029 0.108 0.34
H -0.623 -6.682 6.034 -0.028 -0.040 0.128 0.12
H 0.682 -7.339 7.051 0.084 0.041 -0.066 0.38
H 1.488 -6.998 2.996 0.041 0.016 0.044 0.32
C -6.735 0.415 3.392 -0.054 -0.219 -0.203 -0.95
N -5.962 -0.633 2.755 -0.015 0.105 0.156 0.19
C -6.627 -1.549 1.843 0.266 -0.028 0.006 -0.93
C -4.642 -0.787 2.981 0.098 0.099 -0.032 0.06
O -3.946 -1.646 2.475 -0.163 0.090 -0.138 -0.64
H -7.535 -0.030 3.988 -0.041 0.133 0.036 0.35
H -7.174 1.061 2.629 -0.053 0.078 0.105 0.33
H -6.101 1.015 4.042 0.042 -0.038 -0.026 0.30
H -6.522 -2.571 2.208 -0.053 -0.028 -0.096 0.27
H -6.163 -1.486 0.858 -0.070 -0.081 -0.024 0.29
H -7.682 -1.297 1.765 0.025 0.056 0.050 0.38
H -4.234 -0.043 3.686 -0.035 0.021 0.000 0.39
```
Positions in Å, forces in eV/Å.

**HOMO level**: -7.9 eV
**SMILES**: CCCOP(CN)(CCSc1nnco1)(C[C@H]1CO1)[C@@H](Cl)CC.CN(C)C=O.CN(C)C=O.CN(C)C=O.CN(C)C=O.CN(C)C=O.CN(C)C=O.CN(C)C=O
**Kohn-Sham gap**: 8.4 eV
**Net charge**: 0
**2S+1**: 1
**Lowest unoccupied orbital energy**: 0.51 eV

- What is the Kohn-Sham gap in the second record?
  8.4 eV

- Among the records above, which one has the lowest Kohn-Sham gap?
  C35H76ClN10O10PS